Run A
Molecular formula: C3H4ClNO2
Method: DFT, ωB97M-V/def2-TZVPD

Structure (ORCA input):
```
! RIJCOSX wB97M-V def2-TZVPD def2/J DEFGRID3
* xyz 0 1
Cl -1.10 2.19 -1.07
C -0.05 1.30 0.13
C 0.44 -0.06 -0.67
O -0.68 -0.91 -0.77
C -0.57 -1.50 0.56
N 0.65 -1.51 1.11
O 1.37 -0.71 0.05
H 0.92 1.88 0.18
H -0.38 0.97 1.23
H 0.85 0.31 -1.67
H -1.45 -1.97 0.92
*
```

E_HOMO, Ha: -0.361
LUMO level, eV: 0.721



Run B
Molecular formula: C3H4ClNO2
Method: DFT, ωB97M-V/def2-TZVPD

Structure (ORCA input):
```
! RIJCOSX wB97M-V def2-TZVPD def2/J DEFGRID3
* xyz 0 1
N 2.92 -1.16 0.34
C 1.82 -0.64 0.34
C 0.77 0.12 0.62
O 0.45 1.31 0.07
H 3.28 -1.88 -0.17
H -0.01 -0.19 1.18
H 1.18 1.48 -0.51
O -1.59 -0.60 -0.40
C -2.43 0.18 -0.59
Cl -3.91 0.50 0.47
H -2.47 0.87 -1.35
*
```

E_HOMO, Ha: -0.289
LUMO level, eV: 0.590



Preferred: run B; penalty for the next structure: 16.1 kJ/mol.



Run A
Molecular formula: H5OS2
Method: DFT, ωB97M-V/def2-TZVPD

Structure (ORCA input):
```
! RIJCOSX wB97M-V def2-TZVPD def2/J DEFGRID3
* xyz 1 1
O -1.30 3.02 -2.17
H -0.36 3.20 -2.44
H -1.30 2.23 -1.63
H 0.67 -0.76 1.11
S -0.88 0.05 -0.48
S 1.58 -1.59 1.71
H -1.25 -1.20 -0.77
H 1.42 -2.93 1.44
*
```

E_HOMO, Ha: -0.544
LUMO level, eV: -11.252



Run B
Molecular formula: H5OS2
Method: DFT, ωB97M-V/def2-TZVPD

Structure (ORCA input):
```
! RIJCOSX wB97M-V def2-TZVPD def2/J DEFGRID3
* xyz 1 1
O 0.99 0.75 -1.86
H 0.99 1.71 -1.82
H 1.52 0.46 -2.70
H -1.28 -0.98 -0.15
S -0.72 0.14 2.35
S -0.34 -1.14 0.92
H -1.93 -0.11 2.90
H 0.77 -0.84 0.35
*
```

E_HOMO, Ha: -0.566
LUMO level, eV: -5.055



Preferred: run B; penalty for the next structure: 409.1 kJ/mol.



Run A
Molecular formula: C2H7N2O2
Method: DFT, ωB97M-V/def2-TZVPD

Structure (ORCA input):
```
! RIJCOSX wB97M-V def2-TZVPD def2/J DEFGRID3
* xyz 1 1
C -0.59 -0.32 1.22
N 0.27 -0.05 0.16
C -0.31 0.57 -1.11
O 1.40 0.88 0.45
N 1.01 -1.33 -0.53
O 0.66 -2.38 -0.13
H -0.10 -0.93 2.10
H -1.05 0.67 1.53
H -1.43 -0.91 0.71
H 0.53 0.83 -1.77
H -0.95 -0.17 -1.66
H -0.98 1.48 -0.87
H 1.55 1.66 -0.10
*
```

E_HOMO, Ha: -0.591
LUMO level, eV: -6.277



Run B
Molecular formula: C2H7N2O2
Method: DFT, ωB97M-V/def2-TZVPD

Structure (ORCA input):
```
! RIJCOSX wB97M-V def2-TZVPD def2/J DEFGRID3
* xyz 1 1
C -2.06 -0.68 -0.29
O -1.09 -0.06 0.49
N 0.29 -0.76 0.50
N 1.36 -0.10 0.15
C 1.37 1.33 0.05
O 2.31 -0.73 -0.14
H -2.47 -1.70 0.27
H -1.62 -0.93 -1.32
H -2.80 0.16 -0.34
H 0.37 -1.71 0.64
H 1.59 1.75 -1.06
H 2.34 1.62 0.59
H 0.41 1.80 0.46
*
```

E_HOMO, Ha: -0.580
LUMO level, eV: -6.121



Run C
Molecular formula: C2H7N2O2
Method: DFT, ωB97M-V/def2-TZVPD

Structure (ORCA input):
```
! RIJCOSX wB97M-V def2-TZVPD def2/J DEFGRID3
* xyz 1 1
C -0.91 0.78 -0.28
C 1.26 -0.89 0.23
N -2.10 0.49 0.30
N -0.66 0.81 -1.55
O 1.10 -1.71 1.09
O 2.38 -0.21 0.14
H 0.11 0.71 0.28
H -2.19 0.10 1.33
H -3.00 0.59 -0.05
H 0.33 0.67 -1.77
H -1.22 0.87 -2.34
H 1.69 -1.97 1.85
H 3.21 -0.22 0.78
*
```

E_HOMO, Ha: -0.478
LUMO level, eV: -3.554



Run D
Molecular formula: C2H7N2O2
Method: DFT, ωB97M-V/def2-TZVPD

Structure (ORCA input):
```
! RIJCOSX wB97M-V def2-TZVPD def2/J DEFGRID3
* xyz 1 1
C -1.02 0.84 0.86
C 0.10 1.46 0.16
N 1.67 -1.50 -0.70
N -2.09 0.23 0.34
O 1.16 1.26 -0.34
O -0.68 2.40 0.59
H 1.91 -2.30 0.05
H -0.93 0.87 1.93
H -1.97 -0.12 -0.64
H 0.81 -1.58 -1.21
H -3.01 0.59 0.59
H 1.67 -0.50 -0.27
H 2.36 -1.62 -1.36
*
```

E_HOMO, Ha: -0.533
LUMO level, eV: -4.156



Preferred: run D; penalty for the next structure: 125.9 kJ/mol.



Run A
Molecular formula: H38O19
Method: DFT, ωB97M-V/def2-TZVPD

Structure (ORCA input):
```
! RIJCOSX wB97M-V def2-TZVPD def2/J DEFGRID3
* xyz 0 1
O -3.56 -3.22 0.12
H -2.62 -3.38 0.26
H -4.03 -2.63 0.70
O -2.73 -1.62 -2.55
H -2.86 -1.85 -1.61
H -2.55 -2.56 -2.76
O 1.22 0.76 3.49
H 0.53 0.08 3.61
H 0.65 1.50 3.76
O 3.87 0.85 -1.95
H 4.36 0.21 -1.44
H 4.51 1.53 -2.21
O -0.33 3.52 0.12
H -0.49 3.79 -0.80
H 0.48 3.01 -0.05
O -3.19 -0.84 2.31
H -2.91 -0.17 1.72
H -2.55 -1.54 2.39
O 3.05 2.17 1.68
H 2.35 2.13 2.34
H 2.65 2.59 0.89
O -1.80 3.75 -2.97
H -2.62 3.41 -2.58
H -1.14 3.27 -2.45
O -0.48 0.45 -1.57
H 0.24 -0.16 -1.41
H -0.89 0.09 -2.37
O 2.35 3.03 -0.60
H 2.34 2.37 -1.30
H 2.39 3.89 -1.04
O 0.24 -4.27 -2.35
H 1.13 -4.07 -2.64
H 0.17 -3.50 -1.76
O -1.40 -0.98 0.52
H -1.15 -0.42 -0.27
H -0.63 -0.67 1.02
O 0.91 0.25 -3.58
H 1.62 0.79 -3.21
H 1.18 -0.02 -4.47
O 4.75 -0.77 0.82
H 4.25 -1.57 0.66
H 4.14 -0.06 1.07
O 0.34 -2.06 3.36
H 1.00 -2.08 4.07
H -0.38 -2.52 3.79
O -0.56 -4.17 1.05
H 0.38 -4.36 0.97
H -0.60 -3.76 1.92
O -3.90 1.92 -1.58
H -4.57 1.37 -1.16
H -3.15 1.83 -0.99
O 1.43 -0.08 0.81
H 1.21 -0.04 1.75
H 2.21 0.43 0.61
O -1.66 1.22 2.24
H -0.99 1.91 2.14
H -2.21 1.27 1.46
*
```

E_HOMO, Ha: -0.388
LUMO level, eV: -0.433



Run B
Molecular formula: H38O19
Method: DFT, ωB97M-V/def2-TZVPD

Structure (ORCA input):
```
! RIJCOSX wB97M-V def2-TZVPD def2/J DEFGRID3
* xyz 0 1
O 4.33 3.01 0.98
H 3.60 3.63 0.91
H 4.27 2.43 1.74
O 2.02 1.85 -2.39
H 1.19 1.60 -2.81
H 1.90 2.61 -1.82
O -1.46 4.14 -1.77
H -2.29 3.86 -1.37
H -1.02 4.82 -1.26
O -0.30 -2.96 -3.79
H 0.50 -2.69 -3.34
H -0.88 -3.22 -3.06
O 3.29 0.60 2.87
H 2.75 0.13 3.52
H 3.62 1.41 3.25
O -1.28 -4.28 1.23
H -0.93 -5.17 1.17
H -0.53 -3.76 1.50
O -1.82 -1.12 -1.42
H -1.55 -0.39 -2.02
H -2.19 -1.69 -2.12
O 3.88 0.82 -0.63
H 4.14 1.70 -0.32
H 3.79 1.01 -1.58
O 0.89 1.29 1.96
H 1.46 1.30 1.17
H 0.72 0.34 1.97
O 1.50 -3.75 2.43
H 2.09 -3.74 1.68
H 2.09 -3.98 3.16
O -1.64 0.62 -3.77
H -1.88 0.70 -4.69
H -1.44 1.45 -3.35
O -2.74 2.93 1.89
H -3.00 3.55 2.58
H -1.96 2.63 2.38
O 1.21 -0.15 0.03
H 2.16 -0.10 -0.02
H 0.77 -0.88 -0.39
O -0.83 -0.08 3.73
H -1.28 -0.78 3.25
H -0.08 0.25 3.22
O -2.89 -0.36 0.96
H -3.15 -0.58 1.85
H -2.43 -1.07 0.50
O -2.84 -3.64 -1.24
H -3.22 -4.13 -0.51
H -2.41 -2.82 -1.00
O -0.46 1.92 -1.25
H 0.04 1.25 -0.80
H -0.81 2.75 -0.85
O -4.27 0.58 -1.29
H -3.41 0.83 -0.94
H -4.58 0.15 -0.48
O 3.07 -1.62 1.07
H 2.84 -0.84 1.58
H 3.74 -1.38 0.42
*
```

E_HOMO, Ha: -0.374
LUMO level, eV: -0.300



Preferred: run A; penalty for the next structure: 59.5 kJ/mol.